Here is a cluster of 5 separate species, C56H105F3N6O5S in total from the Open Molecules 2025 dataset. Energies are from ωB97M-V/def2-TZVPD.

CARTESIAN COORDINATES (ANGSTROEM)
C -5.543 4.375 -2.927
C -4.858 3.665 -1.758
C -4.706 2.164 -1.976
C -4.108 1.875 -3.353
N -4.014 1.507 -0.828
C -3.928 0.098 -0.993
C -5.001 -0.688 -0.611
C -4.985 -2.062 -0.795
C -3.872 -2.668 -1.352
C -2.770 -1.901 -1.700
C -2.802 -0.526 -1.521
S -1.410 0.433 -1.999
C -1.559 1.751 -0.828
C -0.383 2.378 -0.414
C 0.920 1.969 -1.053
C 1.491 0.655 -0.472
O 0.778 0.290 0.695
C 0.620 -1.076 0.902
C -0.617 -1.339 1.772
F -1.393 -0.263 1.921
F -0.276 -1.778 3.003
F -1.380 -2.312 1.223
C -0.455 3.372 0.561
C 0.738 4.164 1.023
C 1.896 3.416 1.678
C 3.129 4.318 1.807
C 3.875 4.481 0.494
O 4.940 3.497 0.409
C 4.803 2.569 -0.564
O 4.829 2.802 -1.738
C -1.702 3.659 1.099
O -1.813 4.588 2.117
C -1.506 4.176 3.447
C -1.609 2.695 3.792
C -1.888 2.541 5.284
O -0.417 1.994 3.453
C -2.891 3.071 0.666
C -4.194 3.459 1.335
C -4.528 4.963 1.387
C -6.034 5.277 1.296
C -6.536 6.060 0.068
N -5.636 7.060 -0.511
C -2.816 2.114 -0.348
H -4.822 4.604 -3.711
H -5.982 5.321 -2.618
H -6.303 3.749 -3.392
H -5.463 3.822 -0.867
H -3.891 4.134 -1.568
H -5.719 1.750 -1.975
H -3.849 0.829 -3.489
H -4.813 2.139 -4.138
H -3.203 2.463 -3.517
H -5.866 -0.209 -0.170
H -5.838 -2.650 -0.490
H -3.863 -3.738 -1.497
H -1.878 -2.356 -2.109
H 0.776 1.833 -2.124
H 1.645 2.765 -0.915
H 1.467 -0.140 -1.217
H 2.537 0.818 -0.189
H 1.469 -1.519 1.432
H 0.471 -1.623 -0.031
H 1.111 4.727 0.161
H 0.407 4.919 1.734
H 2.194 2.528 1.118
H 1.619 3.083 2.677
H 2.808 5.311 2.129
H 3.830 3.908 2.530
H 4.327 5.465 0.395
H 3.217 4.357 -0.367
H 4.672 1.550 -0.173
H -2.201 4.737 4.072
H -0.499 4.518 3.722
H -2.421 2.215 3.253
H -2.734 3.152 5.600
H -2.108 1.503 5.521
H -1.022 2.853 5.870
H 0.315 2.500 3.820
H -4.998 2.882 0.885
H -4.137 3.097 2.363
H -3.932 5.490 0.643
H -4.181 5.340 2.346
H -6.323 5.826 2.193
H -6.584 4.334 1.349
H -6.847 5.374 -0.719
H -7.444 6.583 0.369
H -4.938 6.588 -1.076
H -5.098 7.496 0.230
C 1.205 -4.220 -1.245
C 2.278 -5.050 -1.931
N 3.364 -4.238 -2.450
C 4.249 -4.961 -3.347
C 5.053 -6.128 -2.763
C 4.005 -3.362 -1.485
C 4.612 -3.994 -0.225
H 0.848 -3.429 -1.908
H 0.356 -4.848 -0.974
H 1.575 -3.761 -0.327
H 1.830 -5.574 -2.779
H 2.620 -5.831 -1.232
H 4.934 -4.241 -3.802
H 3.635 -5.343 -4.168
H 5.872 -5.782 -2.133
H 5.494 -6.718 -3.569
H 4.423 -6.795 -2.174
H 3.270 -2.616 -1.168
H 4.775 -2.794 -2.014
H 3.936 -4.721 0.230
H 4.805 -3.219 0.519
H 5.559 -4.491 -0.426
C 4.879 -7.834 0.739
C 4.432 -7.351 2.110
N 3.796 -8.388 2.901
C 3.104 -7.880 4.072
C 3.936 -7.211 5.173
C 4.578 -9.597 3.093
C 5.961 -9.464 3.746
H 4.049 -8.296 0.202
H 5.237 -6.988 0.153
H 5.694 -8.556 0.801
H 3.696 -6.553 1.975
H 5.293 -6.889 2.620
H 2.531 -8.703 4.508
H 2.361 -7.158 3.718
H 4.504 -7.935 5.756
H 3.273 -6.688 5.865
H 4.632 -6.475 4.768
H 4.706 -10.072 2.118
H 3.969 -10.295 3.672
H 6.535 -8.641 3.319
H 6.532 -10.380 3.580
H 5.899 -9.312 4.822
C 6.487 1.816 -4.410
C 6.745 2.957 -5.381
N 7.028 2.509 -6.733
C 7.557 3.552 -7.592
C 6.657 4.751 -7.918
C 6.025 1.641 -7.325
C 4.586 2.167 -7.426
H 7.309 1.098 -4.432
H 6.393 2.207 -3.399
H 5.560 1.287 -4.636
H 7.620 3.516 -5.037
H 5.896 3.658 -5.332
H 7.883 3.087 -8.526
H 8.468 3.928 -7.115
H 5.871 4.493 -8.626
H 7.255 5.543 -8.373
H 6.192 5.165 -7.023
H 6.007 0.711 -6.753
H 6.378 1.357 -8.320
H 4.261 2.637 -6.497
H 3.907 1.337 -7.627
H 4.464 2.888 -8.233
C -8.490 -0.002 5.876
C -7.118 0.005 5.219
N -7.081 -0.734 3.972
C -5.737 -0.986 3.482
C -4.894 0.225 3.076
C -8.047 -0.321 2.968
C -8.020 1.141 2.495
H -8.852 -1.024 6.000
H -8.430 0.463 6.860
H -9.226 0.556 5.297
H -6.405 -0.472 5.897
H -6.784 1.051 5.109
H -5.808 -1.673 2.634
H -5.200 -1.537 4.260
H -5.224 0.667 2.135
H -3.851 -0.066 2.934
H -4.921 1.000 3.846
H -9.047 -0.534 3.355
H -7.929 -0.982 2.106
H -7.941 1.837 3.331
H -8.945 1.372 1.964
H -7.195 1.340 1.811

Atomic forces in eV per Å
C 0.4 -0.1 -0.2
C -0.4 0.2 0.1
C -0.1 0.1 -0.2
C 0.3 0.1 0.0
N 0.0 0.1 -0.5
C 0.0 -0.1 0.2
C -0.2 -0.2 0.1
C -0.1 0.2 0.0
C 0.1 -0.1 -0.1
C -0.1 -0.1 0.0
C 0.0 0.1 0.0
S 0.1 -0.1 0.0
C 0.1 0.0 -0.1
C -0.2 0.1 -0.1
C 0.0 -0.1 0.3
C 0.2 0.2 0.2
O -0.2 0.0 -0.1
C 0.0 -0.2 0.1
C -0.2 0.1 0.0
F 0.1 -0.2 -0.1
F 0.0 0.1 -0.1
F 0.1 0.1 0.1
C 0.0 -0.2 -0.1
C 0.1 0.0 0.0
C 0.5 0.1 0.1
C -0.3 0.0 -0.3
C 0.2 0.3 -0.2
O -0.5 -0.4 0.2
C 0.2 0.1 -0.4
O -0.3 0.1 0.3
C -0.3 -0.2 0.2
O 0.1 0.0 0.0
C -0.3 0.1 0.1
C 0.2 0.1 0.5
C -0.1 0.1 0.0
O -0.3 0.0 -0.2
C 0.1 0.2 0.1
C 0.2 -0.2 0.2
C -0.1 -0.2 0.1
C 0.2 -0.1 0.0
C -0.2 0.2 0.1
N 0.2 -0.3 0.1
C 0.1 0.2 0.1
H 0.0 0.0 -0.1
H -0.1 0.0 0.0
H -0.2 0.1 0.1
H 0.1 -0.1 0.0
H 0.1 -0.1 0.0
H 0.0 -0.1 0.1
H -0.1 -0.1 0.0
H -0.1 0.0 0.0
H 0.1 0.0 0.0
H 0.0 0.1 0.0
H 0.0 -0.1 0.0
H 0.1 -0.1 0.0
H 0.0 -0.1 0.0
H 0.1 0.1 -0.1
H 0.0 0.1 -0.2
H -0.1 -0.1 0.0
H 0.1 -0.1 -0.1
H 0.1 0.0 0.0
H 0.0 0.1 -0.1
H 0.1 0.0 0.0
H -0.1 0.1 -0.1
H -0.2 -0.1 0.1
H 0.0 -0.1 -0.2
H 0.1 0.0 0.2
H 0.0 0.1 0.2
H 0.2 0.0 0.1
H 0.0 0.0 -0.1
H 0.3 0.0 0.1
H -0.1 0.0 0.0
H 0.1 0.0 -0.1
H 0.0 0.0 -0.3
H -0.1 0.0 0.0
H 0.1 -0.1 0.0
H 0.1 0.0 0.0
H 0.0 -0.1 0.1
H 0.0 0.0 -0.1
H -0.1 -0.1 0.1
H -0.1 0.1 -0.1
H 0.2 0.1 0.0
H 0.0 0.1 0.0
H -0.1 0.0 0.0
H 0.1 0.1 -0.1
H -0.1 0.0 0.0
H 0.0 0.0 -0.1
H -0.1 0.2 0.0
C -0.1 0.0 0.0
C 0.0 0.0 0.1
N 0.0 0.0 0.0
C 0.0 -0.1 -0.1
C 0.1 0.0 0.0
C 0.0 0.1 0.1
C 0.0 0.1 0.0
H 0.0 0.0 0.0
H 0.0 0.0 0.0
H 0.0 0.0 0.0
H 0.0 0.0 0.0
H 0.0 0.0 0.0
H 0.0 0.0 0.1
H -0.1 0.0 0.0
H 0.0 0.0 0.0
H 0.0 0.0 0.0
H 0.0 0.0 0.0
H 0.0 0.0 0.0
H 0.0 -0.1 0.0
H 0.0 0.0 0.0
H 0.0 0.0 0.0
H 0.0 -0.1 0.0
C 0.0 0.0 0.0
C 0.1 0.0 0.0
N 0.0 0.0 0.0
C -0.1 0.1 0.1
C 0.0 0.0 0.0
C 0.1 -0.1 0.0
C 0.0 -0.1 0.0
H 0.0 0.0 0.0
H 0.0 0.0 0.0
H 0.0 0.0 0.0
H 0.0 0.0 0.1
H 0.0 0.0 0.0
H 0.0 0.0 0.0
H 0.0 0.0 0.0
H 0.0 0.0 0.0
H 0.0 0.0 0.0
H 0.0 0.0 0.0
H 0.0 0.0 0.0
H 0.0 0.0 0.0
H 0.0 0.0 0.0
H 0.0 0.0 0.0
H 0.0 0.1 0.0
C 0.1 0.0 0.0
C -0.1 0.0 0.1
N 0.0 0.0 0.0
C 0.1 0.1 -0.1
C 0.0 0.0 -0.1
C -0.1 -0.1 0.0
C 0.0 0.0 -0.1
H 0.0 0.0 -0.1
H 0.0 0.0 0.0
H 0.0 0.0 0.0
H 0.0 0.0 0.0
H 0.0 0.0 0.0
H 0.0 0.0 0.0
H 0.0 0.0 0.1
H 0.0 0.0 0.0
H 0.0 0.0 0.0
H 0.0 0.0 0.0
H 0.0 0.0 0.0
H 0.0 0.1 0.0
H 0.0 0.0 0.0
H 0.0 0.0 0.0
H 0.0 0.1 0.0
C 0.0 0.0 0.0
C 0.0 0.1 0.0
N 0.0 0.0 -0.1
C 0.2 -0.1 -0.1
C 0.1 0.1 0.0
C -0.1 0.0 -0.1
C 0.0 0.0 -0.1
H 0.0 0.0 0.0
H 0.0 0.0 0.0
H 0.0 0.0 0.0
H 0.0 0.0 0.0
H 0.0 0.0 0.0
H 0.0 0.0 0.0
H -0.1 0.0 0.1
H 0.0 0.0 0.0
H 0.0 -0.1 0.0
H 0.0 0.0 0.0
H 0.0 0.0 0.0
H 0.1 0.0 0.0
H 0.0 0.0 0.0
H 0.0 0.0 0.0
H 0.0 0.0 0.0

Calculated values
* SMILES string: CC[C@@H](C)N1c2ccccc2Sc2c(CCOCC(F)(F)F)c(CCCCOC=O)c(OC[C@H](C)O)c(CCCCN)c21.CCN(CC)CC.CCN(CC)CC.CCN(CC)CC.CCN(CC)CC
* largest force on an atom: 0.67 eV/Å
* lowest unoccupied orbital energy: 0.4 eV
* Kohn-Sham gap: 8.2 eV
* total charge: 0